(1)
ORCA calculation (ωB97M-V/def2-TZVPD) on a cluster of 8 separate species, C23H55Br3O20S6 in total at a distorted geometry.

Each line ends with the Löwdin charge.
Positions of all 107 atoms, in Å:
C -24.375 -23.972 19.176  -0.064
C -23.557 -23.385 20.325  -0.239
O -24.396 -23.404 21.570  -0.288
S -23.739 -23.943 23.015  0.696
C -22.931 -22.310 23.540  -0.094
O -24.908 -24.266 23.802  -0.291
O -22.724 -24.996 22.742  -0.324
H -25.310 -23.486 18.897  0.067
H -24.655 -24.906 19.664  0.088
H -23.815 -24.008 18.242  0.060
H -22.701 -24.059 20.374  0.104
H -23.101 -22.413 20.137  0.093
H -23.577 -21.445 23.389  0.061
H -22.069 -22.109 22.904  0.057
H -22.630 -22.299 24.587  0.062
C -20.501 -14.187 14.840  -0.066
C -20.533 -15.696 14.996  -0.291
O -19.275 -16.185 15.464  -0.281
S -18.586 -17.584 14.775  0.721
C -19.781 -18.833 15.529  -0.082
O -18.807 -17.692 13.325  -0.317
O -17.268 -17.770 15.418  -0.315
H -20.310 -13.697 15.795  0.080
H -21.405 -13.763 14.402  0.077
H -19.762 -13.847 14.114  0.079
H -21.344 -15.987 15.664  0.104
H -20.751 -16.220 14.065  0.109
H -20.733 -18.656 15.029  0.058
H -19.687 -18.664 16.602  0.047
H -19.361 -19.770 15.162  0.050
C -28.219 -23.010 14.805  -0.071
C -28.635 -24.295 14.136  -0.265
O -27.490 -24.612 13.313  -0.289
S -27.618 -25.801 12.164  0.663
C -28.547 -24.822 10.895  -0.104
O -26.327 -26.166 11.582  -0.298
O -28.432 -26.873 12.701  -0.293
H -28.831 -22.901 15.700  0.083
H -28.522 -22.206 14.134  0.073
H -27.160 -22.862 15.018  0.077
H -28.869 -25.106 14.825  0.122
H -29.509 -24.091 13.517  0.111
H -29.553 -24.726 11.303  0.057
H -28.564 -25.465 10.015  0.064
H -28.024 -23.927 10.559  0.072
C -25.254 -16.833 20.451  -0.059
C -26.506 -16.022 20.539  -0.329
O -27.568 -16.831 20.151  -0.268
S -29.206 -16.288 20.190  0.705
C -28.899 -14.686 19.336  -0.119
O -30.014 -17.162 19.373  -0.296
O -29.649 -16.063 21.564  -0.288
H -24.412 -16.299 20.891  0.068
H -24.960 -16.918 19.405  0.073
H -25.250 -17.836 20.879  0.092
H -26.713 -15.673 21.550  0.125
H -26.530 -15.110 19.941  0.103
H -29.858 -14.168 19.317  0.075
H -28.425 -14.887 18.375  0.042
H -28.334 -14.091 20.054  0.062
C -17.038 -17.351 19.261  -0.066
C -18.506 -17.627 19.191  -0.301
O -19.013 -17.596 20.511  -0.267
S -19.921 -16.315 21.020  0.661
C -21.484 -16.703 20.130  -0.099
O -20.129 -16.507 22.438  -0.291
O -19.422 -15.068 20.437  -0.299
H -16.901 -16.277 19.384  0.083
H -16.543 -17.610 18.325  0.075
H -16.483 -17.842 20.060  0.087
H -19.003 -16.913 18.534  0.110
H -18.630 -18.658 18.860  0.120
H -21.684 -17.747 20.372  0.070
H -21.126 -16.622 19.104  0.044
H -22.197 -15.980 20.527  0.058
C -21.028 -22.603 13.767  -0.075
C -19.950 -23.259 14.633  -0.212
O -20.059 -22.397 15.828  -0.308
S -20.709 -23.001 17.217  0.673
C -19.180 -23.543 17.943  -0.124
O -21.181 -21.874 18.044  -0.304
O -21.583 -24.144 16.855  -0.306
H -21.076 -21.515 13.809  0.075
H -22.029 -22.886 14.094  0.074
H -21.021 -22.973 12.742  0.080
H -20.082 -24.337 14.726  0.119
H -18.986 -23.124 14.141  0.118
H -19.434 -24.114 18.836  0.074
H -18.580 -22.668 18.193  0.075
H -18.506 -24.143 17.332  0.078
Br -28.673 -18.745 15.694  0.536
C -30.177 -17.487 16.086  -1.467
Br -31.771 -18.021 15.066  0.550
Br -29.706 -15.578 15.669  0.529
H -30.317 -17.530 17.166  -0.064
O -22.506 -17.973 17.082  0.040
C -23.370 -18.908 17.031  -0.355
C -23.982 -19.779 18.054  -0.069
C -24.947 -20.602 17.272  -0.164
C -25.002 -20.001 15.925  -0.205
O -23.834 -19.249 15.767  0.035
H -23.301 -20.369 18.668  0.117
H -24.485 -19.090 18.733  0.115
H -24.557 -21.613 17.145  0.107
H -25.886 -20.938 17.713  0.130
H -25.091 -20.764 15.152  0.133
H -25.869 -19.345 15.854  0.067

## Properties
E_LUMO   -0.78 eV
Energy above the lowest of the compared OMol25 structures with the same formula, charge and spin   0.000 eV
Kohn-Sham gap   9.98 eV
Structure (SMILES)   CCOS(C)(=O)=O.CCOS(C)(=O)=O.CCOS(C)(=O)=O.CCOS(C)(=O)=O.CCOS(C)(=O)=O.CCOS(C)(=O)=O.BrC(Br)Br.O=C1CCCO1
Total charge   0
Total energy   -340824.91285 eV


(2)
ORCA calculation (ωB97M-V/def2-TZVPD) on an isolated molecule of C2HCl3 at a distorted geometry.

Each line ends with the natural charge from an NBO analysis.
Positions of all 6 atoms, in Å:
C -1.246 0.199 -0.361  -0.492
C 2.065 -0.626 -0.135  -0.159
Cl -2.438 -0.892 0.187  0.006
Cl 2.570 0.979 0.126  0.070
Cl 0.395 -0.866 -0.112  0.381
H -1.346 1.206 0.295  0.194

## Properties
E_LUMO (alpha / beta)   -1.50 / -1.49 eV
Energy above the lowest of the compared OMol25 structures with the same formula, charge and spin   6.772 eV
Kohn-Sham gap (alpha / beta)   6.61 / 6.63 eV
Total charge   0
Total energy   -39650.04232 eV


(3)
ORCA calculation (ωB97M-V/def2-TZVPD) on an isolated molecule of C5H7FOS at a distorted geometry.

Each line ends with the natural charge from an NBO analysis.
Positions of all 15 atoms, in Å:
F 2.575 -0.365 -0.415  -0.354
C 1.223 -0.158 -0.610  0.184
C 0.814 0.946 0.222  0.041
C 0.429 -0.005 1.309  -0.462
C 0.293 -1.086 0.318  -0.248
S -1.660 -0.905 -0.224  0.092
C -1.641 0.921 -0.161  -0.200
O -0.325 1.501 -0.276  -0.531
H 0.886 -0.180 -1.725  0.182
H 1.660 1.652 0.443  0.207
H -0.651 0.258 1.847  0.205
H 1.059 -0.186 2.150  0.239
H 0.401 -2.179 0.447  0.242
H -1.938 1.261 0.843  0.182
H -2.136 1.419 -0.941  0.220

## Properties
E_LUMO   0.70 eV
Energy above the lowest of the compared OMol25 structures with the same formula, charge and spin   2.615 eV
Kohn-Sham gap   9.76 eV
Structure (SMILES)   F[C@@H]1[C@@H]2C[C@H]1SCO2
Total charge   0
Total energy   -20895.46299 eV